C5H7NO in the gas phase, computed with ωB97M-V/def2-TZVPD.

Structure (XYZ):
```
14
Properties=species:S:1:pos:R:3:forces:R:3
O -1.36572 -0.08060 -1.54137 0.062 -0.060 -0.122
C -0.77277 0.76416 -0.54752 0.080 0.167 0.234
C -0.86798 0.04991 0.77920 -0.236 -0.076 -0.135
C 0.35552 -0.76362 0.91844 0.083 -0.226 -0.085
C 1.22588 -0.48813 -0.29313 -0.041 0.034 0.012
C 0.64317 0.64138 -1.08651 -0.059 -0.262 0.306
N 0.14944 0.41375 1.75933 0.090 0.212 0.052
H -0.92357 0.11038 -2.38510 -0.164 0.148 -0.058
H -1.20990 1.77076 -0.53422 0.101 -0.141 -0.133
H -1.83426 -0.24014 1.18012 0.106 0.017 -0.097
H 0.36662 -1.72005 1.43239 0.050 0.131 -0.087
H 1.23015 -1.29521 -1.04312 0.030 -0.109 0.126
H 2.28482 -0.34229 -0.04173 -0.104 0.106 -0.193
H 0.71861 1.17970 1.40322 0.001 0.061 0.181
```
Positions in Å, forces in eV/Å.

Computed properties:
* strongest force on any atom: 0.41 eV/Å
* total charge: 0
* HOMO energy: -9.0 eV
* gap between HOMO and LUMO: 8.58 eV

Atomic partial charges in e from the natural (NBO) method, atoms 1 to 2:
1 O -0.675
2 C -0.080

***

8 unconnected molecules or ions with the total composition H16O8 at a distorted geometry, computed with ωB97M-V/def2-TZVPD.

Structure (XYZ):
```
24
Properties=species:S:1:pos:R:3:forces:R:3
O -22.57700 -0.06200 10.76000 0.741 1.734 1.269
H -22.47900 0.21500 9.86200 -0.316 -0.485 -0.814
H -22.94000 -0.91700 10.89700 -0.571 -1.180 -0.699
O -21.11100 -1.21000 12.95400 0.640 -0.184 0.636
H -20.66600 -1.54000 13.75700 -0.351 0.265 -0.453
H -21.55900 -1.99500 12.62500 -0.230 -0.118 0.061
O -23.26900 -2.98800 10.19300 -1.639 0.347 0.812
H -23.80500 -3.00300 9.39300 0.301 0.009 -0.148
H -22.36300 -3.13500 9.99600 1.201 -0.448 -0.594
O -22.59400 -6.19800 8.29000 0.222 0.724 0.122
H -23.21900 -5.56800 8.69300 0.126 -0.719 -0.227
H -23.06700 -6.92000 7.87600 -0.430 0.049 0.097
O -24.34700 -3.54000 7.36600 -0.968 0.596 1.518
H -23.61700 -3.92000 6.94100 2.075 -0.991 -0.771
H -25.03500 -3.70100 6.74400 -1.313 -0.261 -0.575
O -23.78900 -1.17800 6.18000 0.637 1.069 -0.799
H -24.22600 -1.89300 6.63900 0.486 -0.349 0.290
H -22.87000 -1.41200 5.95600 -0.844 -0.123 0.360
O -21.35500 -4.10700 12.72600 1.311 0.328 -0.836
H -20.53000 -3.84000 12.25700 -0.668 -0.039 1.085
H -21.74400 -4.63200 12.02500 -0.716 -0.344 -0.078
O -20.71400 -4.34800 9.75100 0.090 0.668 -0.605
H -20.49700 -3.78300 8.98400 -0.079 -0.536 0.343
H -20.06800 -4.07200 10.40400 0.296 -0.015 0.007
```
Positions in Å, forces in eV/Å.

Computed properties:
* SMILES: O.O.O.O.O.O.O.O
* strongest force on any atom: 2.43 eV/Å
* total charge: 0
* HOMO energy: -10.6 eV
* gap between HOMO and LUMO: 10.28 eV

Atomic partial charges in e from the natural (NBO) method, atoms 1 to 2:
1 O -0.962
2 H 0.470

***

C24H41N3O6 in the gas phase, computed with ωB97M-V/def2-TZVPD.

Structure (XYZ):
```
74
Properties=species:S:1:pos:R:3:forces:R:3
C 0.65806 -4.54310 6.91143 0.162 0.189 -0.031
C 1.61196 -3.46260 6.41449 -0.155 -0.179 -0.121
C 1.82720 -3.50560 4.89891 0.289 0.099 0.252
C 2.47183 -4.81345 4.44334 -0.255 0.191 0.022
C 2.67172 -2.28728 4.44087 -0.386 0.042 0.040
N 2.53052 -2.04356 3.02565 0.240 -0.396 0.149
C 1.89358 -0.94859 2.54930 0.116 -0.319 -0.488
O 1.35644 -0.14012 3.27755 -0.211 0.357 0.165
C 1.89809 -0.81580 1.03392 -0.228 0.421 0.290
C 2.69771 0.43676 0.65973 0.143 -0.179 -0.168
C 2.64683 0.68947 -0.84340 -0.230 0.242 0.201
C 1.20225 0.83988 -1.31827 0.146 -0.310 -0.422
C 1.15849 1.11078 -2.82620 0.148 0.004 0.175
N -0.19268 1.29006 -3.30120 0.210 0.267 0.251
C -0.78223 0.44415 -4.16175 -0.440 0.318 0.022
O -0.21561 -0.48696 -4.69548 0.161 -0.397 -0.168
C -2.27478 0.75230 -4.41588 0.033 -0.564 0.103
C -2.71277 0.18873 -5.76706 0.148 -0.034 0.022
C -2.36545 1.32898 -6.72257 -0.063 0.011 0.130
C -2.72418 2.57832 -5.92313 -0.094 0.399 -0.268
N -2.54789 2.17291 -4.53623 -0.033 -0.158 0.015
C -2.89647 3.01095 -3.53866 0.090 -0.094 -0.074
O -3.27826 4.14294 -3.72288 -0.144 0.281 0.047
O -2.71456 2.41783 -2.33084 0.003 -0.124 -0.090
C -3.02264 3.13198 -1.10731 -0.159 0.371 0.560
C -2.71687 2.12007 -0.00186 -0.076 0.162 -0.435
C -2.12302 4.36045 -0.97415 -0.146 -0.176 -0.242
C -4.49804 3.52656 -1.07864 0.215 -0.063 -0.230
C 0.41231 -0.41896 -0.96179 -0.071 0.266 0.233
C 0.45553 -0.68072 0.53926 0.093 -0.203 -0.159
C 4.12500 -2.46210 4.83594 0.094 0.160 0.271
O 4.53500 -2.49563 5.96352 -0.043 0.004 0.125
O 4.93639 -2.59897 3.77683 0.275 -0.088 -0.579
H 0.45416 -4.39745 7.96920 -0.067 -0.061 0.098
H -0.28578 -4.49742 6.37200 -0.148 -0.055 -0.035
H 1.08269 -5.53519 6.78522 -0.011 -0.145 0.005
H 2.57399 -3.56033 6.91864 0.003 0.087 0.022
H 1.19982 -2.48562 6.67505 0.067 0.075 0.033
H 0.85433 -3.39980 4.40566 0.076 0.095 0.002
H 2.72045 -4.77677 3.38472 0.038 -0.085 -0.134
H 3.38135 -5.00695 5.00847 0.134 -0.069 0.062
H 1.79033 -5.64546 4.59586 0.004 -0.124 -0.016
H 2.28649 -1.39012 4.94291 0.177 -0.188 -0.052
H 3.02224 -2.65808 2.39806 -0.076 0.173 -0.082
H 2.36192 -1.69457 0.57509 0.013 -0.029 0.009
H 2.27357 1.28805 1.19562 0.010 0.016 0.054
H 3.73484 0.32017 0.98259 0.016 0.056 0.063
H 3.21317 1.59238 -1.08094 0.067 -0.007 -0.066
H 3.11238 -0.14575 -1.37161 0.057 -0.045 -0.104
H 0.75374 1.69591 -0.79925 -0.027 0.056 0.060
H 1.57502 0.26453 -3.37783 0.048 0.099 0.058
H 1.74547 2.00705 -3.05784 0.039 -0.108 -0.003
H -0.76871 1.96508 -2.82049 -0.033 -0.098 -0.095
H -2.83710 0.33030 -3.57517 0.077 0.021 -0.129
H -2.17155 -0.72713 -5.99487 -0.087 -0.002 0.038
H -3.78495 -0.00760 -5.77085 -0.036 0.014 0.056
H -2.91070 1.27306 -7.66175 0.043 0.033 -0.049
H -1.29626 1.31067 -6.93381 0.033 -0.009 -0.054
H -2.08246 3.43319 -6.14779 -0.102 -0.036 -0.043
H -3.76352 2.88466 -6.08419 0.091 0.012 -0.017
H -1.67031 1.82913 -0.03326 0.170 -0.040 0.026
H -3.32556 1.22878 -0.13096 -0.081 -0.103 0.015
H -2.93135 2.55663 0.96868 -0.013 0.057 0.111
H -2.32421 5.05986 -1.78102 0.018 0.055 0.026
H -2.31475 4.85155 -0.02453 0.007 0.026 0.140
H -1.07451 4.06940 -1.01207 0.127 -0.034 0.045
H -4.73504 3.98524 -0.12295 -0.020 0.015 0.136
H -5.12320 2.64598 -1.21234 -0.076 -0.087 0.031
H -4.71160 4.23469 -1.87441 -0.054 0.032 0.032
H -0.62561 -0.31191 -1.28310 -0.019 -0.055 -0.056
H 0.83702 -1.27034 -1.49841 0.009 -0.064 -0.116
H -0.01466 0.14244 1.08083 -0.024 0.002 0.051
H -0.09863 -1.59241 0.77331 -0.065 0.014 0.060
H 5.85404 -2.70551 4.07410 -0.219 0.007 0.220
```
Positions in Å, forces in eV/Å.

Computed properties:
* SMILES: CC[C@H](C)[C@H](NC(=O)[C@H]1CC[C@H](CNC(=O)[C@@H]2CCCN2C(=O)OC(C)(C)C)CC1)C(=O)O
* strongest force on any atom: 0.69 eV/Å
* total charge: 0
* HOMO energy: -9.0 eV
* gap between HOMO and LUMO: 9.49 eV

Atomic partial charges in e from the natural (NBO) method, atoms 1 to 2:
1 C -0.604
2 C -0.403

***

A molecular structure, C52H58N4OSnTe, computed with ωB97M-V/def2-TZVPD.

Structure (XYZ):
```
117
Properties=species:S:1:pos:R:3:forces:R:3
Sn 0.91332 0.38828 -0.20808 0.517 -0.162 0.394
C 1.28615 -0.39873 3.27325 0.002 -0.067 0.098
C 1.16815 -1.86151 3.71326 0.066 -0.008 -0.038
C 2.50007 -2.36896 4.28204 0.009 0.030 -0.058
C 0.56432 -2.84814 2.71498 -0.068 0.057 -0.017
C -0.32396 -3.78398 3.24840 0.005 0.078 0.020
C -0.98332 -4.70561 2.45791 0.005 -0.001 -0.077
C -0.76246 -4.70189 1.08939 0.012 -0.035 0.072
C 0.12124 -3.80123 0.51092 0.082 0.015 0.032
C 0.41118 -3.86339 -0.97371 -0.018 -0.034 0.006
C -0.84189 -4.03806 -1.83167 -0.015 0.011 -0.017
C 1.43008 -4.97644 -1.24382 0.008 0.020 -0.016
C 0.80661 -2.88302 1.32862 -0.034 0.143 0.008
N 1.64278 -1.90747 0.72353 -0.145 -0.104 -0.189
C 2.92455 -1.96502 0.82004 0.122 0.037 -0.067
C 3.77235 -0.88238 0.45583 0.019 -0.099 -0.203
C 5.15257 -0.78031 0.66159 -0.032 0.059 -0.032
C 5.49211 0.54145 0.38210 -0.104 0.028 0.152
C 4.29505 1.20333 0.04124 0.077 -0.066 -0.198
N 3.26649 0.33631 0.02981 -0.099 -0.058 0.294
C 4.14882 2.69216 -0.20570 0.002 -0.035 -0.024
C 5.00919 3.10348 -1.40807 -0.026 0.031 -0.048
C 4.64173 3.44516 1.03859 0.060 0.017 0.039
C 2.69439 3.09022 -0.44693 0.027 0.005 0.157
H 1.44125 0.22135 4.16114 -0.007 -0.015 -0.022
H 0.37926 -0.05202 2.77695 -0.029 -0.014 0.000
H 2.12682 -0.22185 2.60328 0.005 -0.013 0.014
H 0.45610 -1.86350 4.54296 -0.016 -0.009 0.046
H 3.28544 -2.33808 3.52323 -0.016 -0.001 0.020
H 2.41295 -3.39633 4.64372 -0.004 0.036 -0.021
H 2.82119 -1.73600 5.11427 -0.015 -0.022 -0.039
H -0.51808 -3.76066 4.31694 0.015 0.002 -0.049
H -1.67726 -5.40950 2.90136 0.009 0.013 -0.015
H -1.28295 -5.41694 0.46283 0.011 0.022 0.011
H 0.87276 -2.91577 -1.24563 0.018 0.066 0.012
H -1.33256 -4.99734 -1.64388 0.019 0.045 -0.014
H -0.57950 -4.01342 -2.89341 0.007 0.014 0.047
H -1.56784 -3.24169 -1.64522 0.057 -0.052 -0.007
H 1.01681 -5.94433 -0.94477 0.032 0.025 -0.011
H 2.35021 -4.81163 -0.67730 -0.049 -0.006 -0.014
H 1.69137 -5.03195 -2.30393 -0.027 0.027 -0.001
H 3.40791 -2.84608 1.25604 -0.003 0.052 0.024
H 5.80447 -1.57565 0.99730 -0.037 0.049 -0.025
H 6.47218 0.99239 0.46378 -0.090 -0.035 -0.026
H 6.06582 2.88834 -1.22876 -0.060 -0.013 0.003
H 4.90372 4.17657 -1.60064 0.009 -0.068 0.006
H 4.70446 2.55742 -2.30324 0.011 0.040 0.014
H 5.69234 3.22264 1.24215 -0.063 0.027 -0.004
H 4.05692 3.15718 1.91559 0.030 0.010 -0.025
H 4.53710 4.52573 0.89479 0.011 -0.060 -0.004
H 2.24297 2.50889 -1.25224 -0.030 0.038 -0.191
H 2.62453 4.14493 -0.72406 -0.009 -0.036 -0.078
H 2.08707 2.96090 0.45545 0.047 -0.047 -0.070
C -7.56077 0.30931 4.61111 0.037 0.011 -0.034
C -6.33088 0.49463 3.75825 -0.016 0.014 -0.008
C -5.16094 -0.19860 4.02384 0.054 -0.052 -0.017
C -4.01548 -0.03864 3.23840 0.019 -0.009 0.027
C -2.77130 -0.80700 3.64045 -0.091 0.057 -0.013
C -4.05987 0.83117 2.14310 0.056 0.048 -0.103
Te -2.18304 1.10381 0.87904 -0.403 0.035 0.216
N -0.95033 2.21881 -0.50806 -0.466 0.724 -0.082
C -1.24418 3.52589 -0.54254 0.044 -0.206 -0.054
O -2.08043 4.18738 0.10915 0.117 -0.369 -0.056
C -0.41599 4.31246 -1.55030 0.090 -0.122 -0.072
C -0.03641 3.76896 -2.77467 -0.007 0.053 0.021
C 0.71325 4.51154 -3.67976 0.014 -0.022 0.068
C 1.10881 5.80369 -3.35606 -0.030 -0.019 0.055
C 0.72423 6.35587 -2.13820 -0.034 -0.037 -0.012
C -0.05029 5.61991 -1.25018 0.092 0.027 -0.026
C -3.27773 0.35741 -0.78170 0.072 -0.118 -0.103
C -3.56860 1.22342 -1.83385 -0.008 -0.070 -0.001
C -4.24121 0.76967 -2.96051 0.019 -0.011 0.051
C -4.61698 -0.56419 -3.04503 0.022 0.023 0.035
C -4.31841 -1.42979 -2.00336 0.023 0.019 -0.008
C -3.64732 -0.99535 -0.85849 0.019 0.064 0.016
C -3.34365 -1.99309 0.23295 -0.031 0.110 -0.031
C -5.22327 1.57006 1.87439 0.026 -0.008 0.009
C -5.31892 2.56147 0.73619 0.041 -0.104 0.044
C -6.34050 1.37869 2.68436 0.009 0.033 -0.009
H -7.39093 -0.43363 5.39106 0.005 0.008 -0.009
H -8.40954 -0.02188 4.00893 0.003 0.000 0.005
H -7.85090 1.24488 5.09457 0.008 -0.006 -0.005
H -5.12825 -0.88795 4.86498 -0.010 0.032 -0.037
H -3.03656 -1.71526 4.18714 -0.018 0.062 0.000
H -2.13766 -0.19948 4.29463 -0.001 -0.005 -0.040
H -2.16388 -1.09922 2.78492 0.000 -0.003 -0.015
H -0.35333 2.76186 -3.01254 0.008 -0.011 -0.008
H 0.99501 4.07860 -4.63386 -0.021 0.019 0.038
H 1.70466 6.38155 -4.05231 0.000 -0.003 0.006
H 1.02199 7.36785 -1.88593 -0.010 -0.035 -0.006
H -0.38187 6.04019 -0.30926 -0.002 0.005 -0.012
H -3.26848 2.26387 -1.76713 0.012 -0.083 0.012
H -4.46508 1.45776 -3.76727 0.002 -0.021 0.014
H -5.13491 -0.93338 -3.92240 0.009 0.008 0.012
H -4.59734 -2.47645 -2.07854 -0.002 0.038 0.008
H -3.58305 -3.00699 -0.09319 0.003 0.037 -0.003
H -3.92617 -1.77820 1.13193 0.007 0.011 -0.008
H -2.28815 -1.96957 0.52054 -0.021 0.011 -0.022
H -4.37570 3.08601 0.56404 -0.007 -0.015 0.060
H -6.09345 3.30213 0.94413 0.016 -0.019 0.010
H -5.58475 2.05597 -0.19639 0.010 -0.007 0.039
H -7.24471 1.94624 2.47262 0.045 -0.029 0.011
C 0.91699 -0.10249 -2.43884 0.261 -0.002 0.122
C 2.16913 -0.52207 -3.09551 -0.017 0.042 -0.068
C 2.46243 -1.87175 -3.33851 0.007 0.026 0.064
C 3.64735 -2.27268 -3.92422 -0.025 -0.106 0.010
C 4.59360 -1.32870 -4.31326 0.233 0.006 -0.157
C 4.31430 0.02406 -4.11407 0.013 0.045 0.036
C 3.12973 0.41298 -3.52129 -0.048 -0.075 0.038
C 5.82769 -1.73560 -4.94372 -0.303 0.077 0.206
N 6.81106 -2.06209 -5.44507 -0.010 0.004 -0.014
H 0.11922 -0.84426 -2.51492 -0.005 -0.034 -0.088
H 0.54713 0.85036 -2.81501 -0.013 -0.001 -0.075
H 1.72935 -2.61759 -3.06759 -0.016 -0.086 0.004
H 3.84408 -3.32423 -4.09336 -0.018 0.006 0.008
H 5.03784 0.76527 -4.43085 -0.030 0.014 0.019
H 2.92837 1.46848 -3.39524 -0.030 0.086 0.064
```
Positions in Å, forces in eV/Å.

Computed properties:
* spin multiplicity: 2
* strongest force on any atom: 0.87 eV/Å
* total charge: -1
* HOMO energy (alpha / beta): -4.0 / -4.3 eV
* gap between HOMO and LUMO (alpha / beta): 6.33 / 6.30 eV

Atomic partial charges in e from the Mulliken method, atoms 1 to 2:
1 Sn 0.592
2 C -1.055

***

Q: Among the records above, which one has the highest strongest force on any atom?
A: H16O8